Formula: C10H10N2O2
Source: the OMol25 dataset
Level of theory: the ωB97M-V functional and the def2-TZVPD basis

Its largest force on an atom is 4.746 eV/Å. The orbital gap comes out at 8.815 eV. The highest occupied orbital energy comes out at -8.6 eV. As for the SMILES: O=[N+]([O-])[C@]1(c2ccc[nH]2)C=CC=CC1. The net charge is 0. The calculation puts the relative energy (zero: lowest compared OMol25 entry of this formula, charge and spin) at 141.8 kcal/mol. The value obtained for the lowest unoccupied orbital energy is 0.252 eV. As for the calculated total energy: -646.87602 Ha. As for the spin multiplicity: 1.

Geometry (Å):
1 C -3.14957 -0.82738 0.55033
2 C -1.76985 -0.95525 0.81006
3 C -3.39095 0.13039 -0.30734
4 C -1.13906 0.02326 0.03655
5 C 3.05705 -0.58629 -0.07994
6 C 2.34858 -0.48915 1.17968
7 C 2.38889 -0.55132 -1.22812
8 C 1.06520 -0.22823 1.19788
9 C 0.92096 -0.11171 -1.33013
10 C 0.39844 0.35939 0.08392
11 N -2.13292 0.70528 -0.67056
12 N 0.53872 1.86264 0.23957
13 O 1.03888 2.22613 1.27496
14 O 0.15792 2.54056 -0.69950
15 H -3.90519 -1.23252 1.25010
16 H -1.37932 -1.82709 1.27782
17 H -4.41068 0.34125 -0.64374
18 H 4.10996 -0.96362 -0.09298
19 H 2.78642 -0.82560 2.08588
20 H 2.91857 -0.89055 -2.18644
21 H 0.51058 -0.27748 2.18220
22 H 0.94168 0.74306 -2.04866
23 H 0.17155 -0.78238 -1.78903
24 H -2.07587 1.61660 -1.09249


Formula: C10H10N2O2
Source: the OMol25 dataset
Level of theory: the ωB97M-V functional and the def2-TZVPD basis

Its largest force on an atom is 6.209 eV/Å. The orbital gap comes out at 9.333 eV. The highest occupied orbital energy comes out at -8.9 eV. As for the SMILES: O=c1cc[nH]c(=O)[nH]1.c1ccccc1. The net charge is 0. The calculation puts the relative energy (zero: lowest compared OMol25 entry of this formula, charge and spin) at 61.6 kcal/mol. The value obtained for the lowest unoccupied orbital energy is 0.393 eV. As for the calculated total energy: -647.00383 Ha. As for the spin multiplicity: 1.

Geometry (Å):
1 C -1.17398 -0.87330 0.72753
2 C -2.20263 -1.66585 0.08038
3 C -3.29638 -1.07648 -0.41973
4 C -2.53430 1.16288 0.21018
5 C 2.90008 1.42678 0.29788
6 C 1.58665 1.46713 -0.15994
7 C 1.10237 0.32495 -0.85590
8 C 1.90677 -0.82849 -0.60634
9 C 3.18684 -0.92030 -0.11572
10 C 3.67602 0.24182 0.25751
11 H -0.69978 1.13363 1.01256
12 H -2.35635 -2.83727 0.22657
13 H -4.18609 -1.55989 -0.82235
14 H -4.15794 0.79436 -0.91472
15 H 3.30306 2.37366 0.77070
16 H 1.03210 2.41567 -0.28111
17 H -0.05694 0.19523 -0.96983
18 H 1.41122 -1.68129 -0.93025
19 H 3.62845 -1.91126 -0.20414
20 H 4.78865 -0.00813 0.77245
21 N -1.45300 0.49080 0.70506
22 N -3.35314 0.30951 -0.47538
23 O -0.19337 -1.28428 1.35236
24 O -2.85830 2.31015 0.34221


Formula: C10H10N2O2P
Source: the OMol25 dataset
Level of theory: the ωB97M-V functional and the def2-TZVPD basis

Its largest force on an atom is 4.531 eV/Å. The orbital gap (alpha / beta) comes out at 7.594 / 7.593 eV. The highest occupied orbital energy (alpha / beta) comes out at -4.3 / -4.3 eV. The net charge is -1. The calculation puts the relative energy (zero: lowest compared OMol25 entry of this formula, charge and spin) at 85.8 kcal/mol. The value obtained for the lowest unoccupied orbital energy (alpha / beta) is 3.342 / 3.342 eV. As for the calculated total energy: -988.39259 Ha. As for the spin multiplicity: 1.

Geometry (Å):
1 C -2.34945 2.56738 1.76900
2 C -2.21697 2.27075 0.41606
3 C -2.29699 1.49733 2.69052
4 C -1.90697 1.04215 -0.06401
5 C -2.08067 0.23133 2.18582
6 C 2.61484 0.89534 -1.77063
7 C 3.08721 -0.38995 -1.73977
8 C -1.83462 -0.00948 0.82990
9 C 1.05044 -0.34718 -0.89182
10 C 2.00345 -2.55284 -0.87359
11 N 1.29219 0.89947 -1.30858
12 N 2.07098 -1.10304 -1.20837
13 O -1.08396 -2.68739 1.20392
14 O -2.30491 -2.04194 -0.92627
15 P -1.44858 -1.63304 0.21942
16 H -2.31557 3.63843 2.01656
17 H -2.28351 3.22813 -0.03052
18 H -2.37981 1.79138 3.75532
19 H -1.94639 0.68421 -1.01240
20 H -2.26837 -0.68167 2.86539
21 H 3.11335 1.63823 -2.21671
22 H 4.06220 -0.79670 -2.19075
23 H 2.39510 -3.17253 -1.66106
24 H 2.52962 -2.79289 0.01432
25 H 0.85329 -2.54416 -0.54510


Formula: C10H10N2O4Sr
Source: the OMol25 dataset
Level of theory: the ωB97M-V functional and the def2-TZVPD basis

Its largest force on an atom is 5.207 eV/Å. The orbital gap comes out at 7.831 eV. The highest occupied orbital energy comes out at -15.6 eV. The net charge is +2. The calculation puts the relative energy (zero: lowest compared OMol25 entry of this formula, charge and spin) at 8.1 kcal/mol. The value obtained for the lowest unoccupied orbital energy is -7.797 eV. As for the calculated total energy: -827.66270 Ha. As for the spin multiplicity: 1.

Geometry (Å):
1 Sr 1.41551 -0.18855 -0.88785
2 C -1.13104 -1.35939 -0.96526
3 O -1.97736 -2.09897 -1.23763
4 C 0.79469 -2.30738 -2.62698
5 O 0.12694 -3.11260 -3.09688
6 C 0.80623 -2.51540 0.37534
7 O 0.37017 -3.48504 0.81655
8 C -0.40491 0.31983 -2.78360
9 O -1.29213 0.37505 -3.51788
10 C 4.00562 0.67128 -1.31254
11 H 3.67476 1.68818 -1.58509
12 H 4.21764 0.50200 -0.24222
13 C 4.18284 -0.29269 -2.23861
14 H 4.58965 -1.28709 -2.00131
15 H 4.06148 -0.11402 -3.31727
16 C -3.03542 0.61468 3.25100
17 N -2.10109 0.95181 2.19216
18 C -1.81566 2.22379 1.71717
19 C -0.84537 2.07110 0.76857
20 N -0.50079 0.73592 0.69029
21 C -1.29533 0.07424 1.53550
22 H -2.51301 0.02755 4.00791
23 H -3.42312 1.52176 3.71775
24 H -3.88241 0.03745 2.87296
25 H -2.28603 3.12705 2.03848
26 H -0.40575 2.82612 0.13701
27 H -1.33609 -1.00668 1.69241